Molecular formula: C24H66N6O6
Method: DFT, ωB97M-V/def2-TZVPD

- lowest unoccupied orbital energy (eV) = 0.518
- energy above the lowest of the compared OMol25 structures with the same formula, charge and spin (kcal per mole) = 119.52
- SMILES = COC[C@H](C)N.COC[C@H](C)N.COC[C@H](C)N.COC[C@H](C)N.COC[C@H](C)N.COC[C@H](C)N
- HOMO (eV) = -8.77
- orbital gap (eV) = 9.29

Last columns: bonded neighbours and bond lengths (Å).
CARTESIAN COORDINATES (ANGSTROEM)
1 O 2.051 -2.938 -4.393  C25 1.438, C32 1.398
2 O 4.275 4.310 1.562  C28 1.435, C36 1.436
3 O -2.068 -5.019 -7.222  C21 1.413, C35 1.425
4 O -3.176 4.002 4.133  C18 1.398, C24 1.433
5 O -0.173 0.814 1.736  C23 1.410, C33 1.439
6 O -2.736 -2.196 2.109  C14 1.465, C19 1.413
7 N -0.243 -5.105 -4.496  C29 1.447, H70 1.010, H89 1.010
8 N -0.974 -1.490 -0.008  C20 1.445, H56 1.010, H99 1.010
9 N 4.838 -4.546 -6.381  C17 1.515, H43 1.010, H77 1.010
10 N -0.222 -1.212 4.700  C27 1.431, H75 1.010, H94 1.010
11 N -6.643 5.307 4.783  C13 1.499, H60 1.010, H64 1.010
12 N 7.027 4.764 1.667  C26 1.432, H67 1.010, H84 1.010
13 C -5.244 4.865 5.089  N11 1.499, C24 1.556, C34 1.561, H68 1.090
14 C -2.182 -1.635 3.344  O6 1.465, C27 1.461, H73 1.090, H80 1.090
15 C -0.978 -3.382 4.673  C27 1.521, H48 1.090, H57 1.090, H74 1.090
16 C -2.039 0.072 -1.479  C20 1.516, H38 1.090, H47 1.090, H66 1.090
17 C 3.786 -4.384 -5.302  N9 1.515, C22 1.567, C25 1.583, H61 1.090
18 C -2.424 3.681 2.999  O4 1.398, H83 1.090, H97 1.090, H101 1.090
19 C -3.583 -3.307 2.321  O6 1.413, H45 1.090, H51 1.090, H81 1.090
20 C -0.949 -0.112 -0.441  N8 1.445, C16 1.516, C23 1.552, H76 1.090
21 C -1.342 -4.069 -6.468  O3 1.413, C29 1.576, H58 1.090, H95 1.090
22 C 4.372 -4.829 -3.919  C17 1.567, H59 1.090, H90 1.090, H102 1.090
23 C -1.192 0.838 0.761  O5 1.410, C20 1.552, H62 1.090, H69 1.090
24 C -4.543 4.295 3.822  O4 1.433, C13 1.556, H44 1.090, H50 1.090
25 C 3.215 -2.909 -5.238  O1 1.438, C17 1.583, H92 1.090, H100 1.090
26 C 6.219 5.851 2.134  N12 1.432, C31 1.526, C36 1.575, H39 1.090
27 C -0.892 -2.123 3.823  N10 1.431, C14 1.461, C15 1.521, H52 1.090
28 C 4.320 3.794 2.900  O2 1.435, H65 1.090, H72 1.090, H96 1.090
29 C -1.383 -4.315 -4.912  N7 1.447, C21 1.576, C30 1.561, H49 1.090
30 C -1.420 -2.931 -4.193  C29 1.561, H54 1.090, H71 1.090, H98 1.090
31 C 6.679 7.239 1.695  C26 1.526, H86 1.090, H91 1.090, H93 1.090
32 C 1.950 -1.831 -3.546  O1 1.398, H46 1.090, H53 1.090, H85 1.090
33 C 0.744 1.922 1.783  O5 1.439, H40 1.090, H63 1.090, H78 1.090
34 C -5.395 3.791 6.211  C13 1.561, H37 1.090, H55 1.090, H87 1.090
35 C -3.397 -4.576 -7.485  O3 1.425, H42 1.090, H79 1.090, H82 1.090
36 C 4.770 5.658 1.546  O2 1.436, C26 1.575, H41 1.090, H88 1.090
37 H -4.394 3.364 6.273  C34 1.090
38 H -2.072 -0.787 -2.148  C16 1.090
39 H 6.315 5.745 3.214  C26 1.090
40 H 0.024 2.734 1.877  C33 1.090
41 H 4.695 5.858 0.477  C36 1.090
42 H -3.904 -4.223 -6.587  C35 1.090
43 H 4.860 -3.774 -7.032  N9 1.010
44 H -4.548 5.181 3.186  C24 1.090
45 H -3.123 -4.245 2.634  C19 1.090
46 H 2.068 -0.892 -4.086  C32 1.090
47 H -2.038 1.010 -2.036  C16 1.090
48 H -1.388 -3.280 5.678  C15 1.090
49 H -2.260 -4.899 -4.634  C29 1.090
50 H -5.111 3.557 3.254  C24 1.090
51 H -4.222 -3.524 1.465  C19 1.090
52 H -0.165 -2.319 3.035  C27 1.090
53 H 0.949 -1.805 -3.116  C32 1.090
54 H -0.569 -2.319 -4.492  C30 1.090
55 H -5.716 3.963 7.238  C34 1.090
56 H -0.172 -1.366 0.593  N8 1.010
57 H 0.010 -3.841 4.659  C15 1.090
58 H -0.320 -4.062 -6.846  C21 1.090
59 H 4.564 -5.897 -3.814  C22 1.090
60 H -7.103 4.859 4.003  N11 1.010
61 H 3.102 -5.211 -5.488  C17 1.090
62 H -2.179 0.521 1.099  C23 1.090
63 H 1.364 1.892 2.680  C33 1.090
64 H -6.969 4.797 5.593  N11 1.010
65 H 5.330 3.493 3.177  C28 1.090
66 H -3.009 0.107 -0.984  C16 1.090
67 H 7.144 4.915 0.676  N12 1.010
68 H -4.690 5.679 5.556  C13 1.090
69 H -1.520 1.818 0.416  C23 1.090
70 H -0.118 -5.831 -5.186  N7 1.010
71 H -2.423 -2.516 -4.293  C30 1.090
72 H 3.805 4.385 3.657  C28 1.090
73 H -2.881 -1.436 4.157  C14 1.090
74 H -1.605 -4.187 4.289  C15 1.090
75 H -0.462 -0.284 4.382  N10 1.010
76 H 0.005 0.031 -0.949  C20 1.090
77 H 4.460 -5.301 -6.934  N9 1.010
78 H 1.211 2.010 0.802  C33 1.090
79 H -3.467 -3.723 -8.160  C35 1.090
80 H -2.063 -0.617 2.973  C14 1.090
81 H -4.282 -3.105 3.133  C19 1.090
82 H -3.968 -5.368 -7.969  C35 1.090
83 H -1.467 3.357 3.407  C18 1.090
84 H 6.334 4.030 1.709  N12 1.010
85 H 2.726 -1.801 -2.781  C32 1.090
86 H 7.662 7.483 2.097  C31 1.090
87 H -6.102 3.022 5.898  C34 1.090
88 H 4.042 6.222 2.129  C36 1.090
89 H 0.566 -4.528 -4.681  N7 1.010
90 H 3.650 -4.649 -3.123  C22 1.090
91 H 5.950 7.993 1.993  C31 1.090
92 H 3.906 -2.132 -4.912  C25 1.090
93 H 6.795 7.261 0.612  C31 1.090
94 H -0.488 -1.253 5.674  N10 1.010
95 H -1.700 -3.091 -6.790  C21 1.090
96 H 3.892 2.808 2.718  C28 1.090
97 H -2.270 4.505 2.302  C18 1.090
98 H -1.283 -3.126 -3.130  C30 1.090
99 H -1.742 -1.434 0.646  N8 1.010
100 H 2.747 -2.569 -6.162  C25 1.090
101 H -2.740 2.789 2.457  C18 1.090
102 H 5.310 -4.288 -3.793  C22 1.090